(1)
# C3H8O3

A 2-piece molecular cluster, C3H8O3 overall (ωB97M-V/def2-TZVPD, the Open Molecules 2025 dataset).

The geometry in XYZ format:
```
14
Properties=species:S:1:pos:R:3:forces:R:3
C 0.146 -0.659 1.395 0.9356 -0.0331 1.0707
C 0.048 -1.392 0.101 -1.1472 -1.1896 0.3937
O -0.122 -0.484 -0.934 -1.4725 1.8220 -2.7860
C -1.406 -0.176 -1.381 0.6311 0.6741 -2.1207
O -1.642 0.384 -2.456 1.0275 -1.5273 3.4068
H 0.416 -1.403 2.163 -0.0899 0.4553 -0.0023
H -0.766 -0.132 1.720 0.2440 -0.3185 -0.3915
H 0.966 0.075 1.312 -0.2988 -0.1993 0.2223
H 0.933 -2.007 -0.150 -0.3928 0.4296 0.2893
H -0.836 -2.059 0.105 0.4142 -0.0807 0.1296
H -2.191 -0.505 -0.672 0.1874 0.0301 -0.1938
O 1.867 2.897 -0.355 -1.1591 -0.3598 -0.0539
H 1.067 3.323 0.026 0.8395 -0.4868 -0.4664
H 1.521 2.137 -0.874 0.2810 0.7841 0.5023
```
Forces are in eV/Å.

**E_HOMO**: -11.01 eV
**LUMO**: 0.743 eV
**HOMO-LUMO gap**: 11.751 eV
**Structure (SMILES)**: CCOC=O.O

---

(2)
# C6H8S

One molecule with the formula C6H8S (ωB97M-V/def2-TZVPD, the Open Molecules 2025 dataset).

The geometry in XYZ format:
```
15
Properties=species:S:1:pos:R:3:forces:R:3
C 1.960 1.488 -0.138 0.1116 -1.3841 0.0236
C 1.112 0.489 0.139 1.0010 0.5457 -0.2909
S 1.535 -1.284 0.095 -0.0543 -0.0683 0.0524
C -0.257 -1.864 -0.016 -0.2336 0.4385 -1.1183
C -0.883 -0.526 -0.453 0.6440 -1.0455 -0.0244
C -1.717 0.636 0.009 0.4126 -1.1859 1.9171
C -0.306 0.449 0.531 -0.2051 0.6627 -0.5193
H 3.009 1.347 -0.431 -0.6095 -0.1186 0.1018
H 1.606 2.482 -0.064 -0.2588 0.8715 0.1127
H -0.299 -2.684 -0.771 -0.0347 0.6278 0.6044
H -0.634 -2.190 0.938 0.0505 -0.2462 0.3910
H -0.438 -0.276 -1.414 -0.3593 -0.0464 -0.1271
H -2.471 0.557 0.819 0.4772 0.1216 -0.8499
H -1.857 1.313 -0.757 -0.7943 1.3634 -1.3791
H -0.360 0.064 1.513 -0.1473 -0.5363 1.1061
```
Forces are in eV/Å.

**E_HOMO**: -8.34 eV
**LUMO**: 0.977 eV
**HOMO-LUMO gap**: 9.319 eV
**Structure (SMILES)**: C=C1SC[C@H]2C[C@H]12

---

(3)
# C31H44CoN2O4P2S

C31H44CoN2O4P2S as an isolated structure (ωB97M-V/def2-TZVPD, the Open Molecules 2025 dataset).

The geometry in XYZ format:
```
85
Properties=species:S:1:pos:R:3:forces:R:3
Co 0.252 0.635 0.603 0.1279 0.1390 -0.2632
C 6.880 1.759 1.101 -0.0147 -0.0233 -0.0116
C 5.812 2.483 1.619 0.0105 -0.0426 -0.0408
C 4.519 2.020 1.450 0.0322 0.0685 0.0282
C 4.291 0.821 0.774 -0.0324 0.4401 -0.5910
C 5.352 0.114 0.222 0.1687 0.0377 -0.0298
C 6.650 0.585 0.399 -0.0396 -0.0341 -0.0030
P 2.594 0.213 0.673 -0.9767 -1.0727 0.9367
C 2.714 -1.517 0.139 0.4308 0.0371 -0.1532
C 2.531 -1.773 -1.219 0.1151 -0.0910 -0.0526
C 2.824 -3.028 -1.746 -0.0359 0.1299 0.0523
C 3.279 -4.036 -0.911 -0.0331 -0.0109 0.0459
C 3.421 -3.801 0.453 -0.0457 0.0228 -0.0250
C 3.150 -2.544 0.975 -0.0211 0.0222 0.0792
C 2.090 0.294 2.395 0.4788 -0.0851 0.7047
C 2.786 0.084 3.586 0.0527 -0.1509 0.0962
C 2.101 0.243 4.783 -0.0589 0.0106 -0.1805
C 0.757 0.624 4.775 -0.0753 0.0596 -0.0066
C 0.072 0.866 3.587 0.0794 0.1760 0.3642
C 0.781 0.707 2.419 -0.0644 0.1216 -0.9146
H 7.893 2.114 1.244 -0.0295 -0.0084 -0.0206
H 5.986 3.407 2.156 0.0058 -0.0254 -0.0114
H 3.688 2.585 1.858 0.0120 -0.0426 0.0104
H 5.182 -0.800 -0.334 -0.0132 0.0329 0.0689
H 7.480 0.025 -0.014 -0.0272 0.0302 0.0214
H 2.177 -0.983 -1.875 0.0064 -0.0115 0.0055
H 2.696 -3.216 -2.805 0.0001 0.0221 0.0272
H 3.514 -5.013 -1.318 -0.0138 0.0451 0.0183
H 3.761 -4.595 1.107 -0.0180 0.0374 -0.0144
H 3.281 -2.359 2.035 0.0094 -0.0008 -0.0394
H 3.835 -0.193 3.575 -0.0390 0.0169 0.0339
H 2.607 0.070 5.724 -0.0145 0.0252 -0.0141
H 0.230 0.744 5.714 0.0474 -0.0290 0.0096
H -0.965 1.177 3.598 0.0097 -0.0516 -0.0023
C -2.461 5.048 -0.374 0.0080 0.0762 -0.0037
C -2.444 3.542 -0.558 0.0515 -0.0548 -0.1716
N -1.548 3.125 -1.642 -0.1502 0.2339 0.3049
C -0.285 2.786 -1.496 0.2255 0.0297 -0.1362
S 0.535 2.785 0.055 -0.1124 0.1253 0.0690
N 0.431 2.487 -2.577 -0.0033 -0.0850 0.0523
C -0.065 2.477 -3.954 0.0791 0.0222 0.1384
C -0.103 3.864 -4.581 -0.0286 0.0487 -0.0385
H -3.143 5.315 0.435 0.0340 -0.0090 -0.0289
H -2.797 5.560 -1.279 0.0156 -0.0430 0.0333
H -1.465 5.413 -0.119 -0.0340 -0.0139 0.0114
H -3.433 3.161 -0.807 -0.0797 -0.0274 -0.0032
H -2.111 3.039 0.341 0.0252 -0.0538 0.0978
H -1.916 3.179 -2.578 -0.0370 -0.0078 -0.0320
H 1.406 2.311 -2.399 -0.0039 -0.0323 -0.0399
H -1.048 1.999 -3.964 0.0090 -0.0292 -0.0053
H 0.594 1.821 -4.518 0.0155 -0.0154 -0.0202
H -0.747 4.549 -4.023 0.0403 -0.0361 -0.0278
H -0.481 3.800 -5.602 0.0126 0.0114 0.0360
H 0.896 4.300 -4.614 -0.0410 -0.0248 0.0069
C -4.578 0.991 1.325 0.0020 0.0915 0.0688
C -4.348 -0.277 0.518 0.0628 0.0077 -0.0350
C -4.432 -0.028 -0.980 0.1959 -0.0016 -0.1007
C -5.336 -1.346 0.930 -0.1152 -0.1096 0.0828
O -3.018 -0.765 0.922 -0.3342 -0.0497 0.2944
P -1.678 -0.913 0.142 0.0714 0.2050 -0.1986
O -0.553 -1.114 1.143 0.3364 -0.0475 -0.0426
O -1.280 0.360 -0.608 -0.3912 0.3256 -0.2160
O -1.860 -2.047 -0.906 0.0621 -0.5378 -0.1983
C -1.783 -3.515 -0.695 0.0041 0.0827 0.0163
C -0.383 -3.883 -0.246 0.1412 0.0520 0.1089
C -2.821 -3.954 0.318 -0.0561 0.0347 0.1348
C -2.084 -4.090 -2.062 -0.0327 0.0381 -0.1749
H -5.381 1.585 0.887 -0.0090 -0.0400 0.0389
H -3.671 1.591 1.355 0.0326 0.0780 -0.0892
H -4.852 0.749 2.353 0.0533 0.0065 -0.0203
H -5.407 0.406 -1.207 0.0028 -0.0363 -0.0144
H -4.330 -0.960 -1.539 -0.0010 0.0400 0.0329
H -3.652 0.656 -1.322 -0.0565 0.0246 0.0622
H -6.353 -0.974 0.785 0.0368 -0.0216 0.0160
H -5.205 -1.596 1.984 -0.0139 0.0045 -0.0347
H -5.214 -2.250 0.336 -0.0266 0.0374 -0.0064
H -0.169 -3.524 0.763 -0.0549 -0.0387 -0.1047
H 0.356 -3.457 -0.924 -0.0437 -0.0601 0.0191
H -0.288 -4.971 -0.262 0.0313 0.0391 0.0073
H -2.684 -3.459 1.282 0.0224 -0.0307 -0.0572
H -2.725 -5.030 0.473 -0.0207 0.0364 -0.0060
H -3.829 -3.750 -0.042 0.0267 -0.0271 -0.0026
H -1.359 -3.730 -2.794 -0.0186 -0.0387 0.0355
H -3.083 -3.798 -2.392 0.0454 -0.0225 0.0176
H -2.034 -5.179 -2.024 -0.0128 0.0486 -0.0048
```
Forces are in eV/Å.

**E_HOMO (spin up / spin down)**: -11.03 / -11.12 eV
**LUMO (spin up / spin down)**: -3.058 / -3.546 eV
**HOMO-LUMO gap (spin up / spin down)**: 7.977 / 7.579 eV
**Charge**: +1

---

(4)
# C26H50CoP2Si

C26H50CoP2Si as an isolated structure (ωB97M-V/def2-TZVPD, the Open Molecules 2025 dataset).

The geometry in XYZ format:
```
80
Properties=species:S:1:pos:R:3:forces:R:3
Co -0.600 1.019 -1.563 -0.6258 0.8629 3.5869
C -0.784 -2.310 2.718 -0.0053 -0.0051 -0.3642
C 0.497 -2.339 2.085 -0.1345 -0.0954 0.1175
C 0.674 -1.058 3.981 -0.0026 -0.0712 0.1478
C -0.670 -1.519 3.889 0.0735 -0.0105 0.0929
C 1.398 -1.564 2.867 -0.0478 0.1816 -0.0472
C -2.016 -2.970 2.228 0.0840 -0.3699 0.3021
H -1.761 -3.897 1.695 -0.1600 0.2671 0.0604
H -2.597 -2.330 1.535 0.2461 -0.1493 0.2504
H -2.663 -3.230 3.078 0.0665 0.1084 -0.3277
C -1.757 -1.248 4.858 -0.1154 0.2338 0.0174
H -2.694 -1.035 4.330 0.1365 -0.0694 0.1394
H -1.505 -0.394 5.493 -0.1420 -0.2187 -0.0699
H -1.934 -2.118 5.508 0.0538 0.1401 -0.1430
C 1.225 -0.232 5.078 0.1823 0.4166 0.1457
H 1.576 -0.860 5.918 -0.1458 0.1494 -0.2997
H 0.459 0.452 5.475 0.3315 -0.2243 -0.0979
H 2.083 0.364 4.729 -0.2891 -0.1954 0.1701
C 2.823 -1.312 2.565 0.0205 -0.4214 0.1987
H 3.397 -1.224 3.493 -0.0092 0.0632 -0.1928
H 2.965 -0.384 1.987 -0.0595 -0.0175 0.0841
H 3.233 -2.137 1.975 0.0303 0.1605 0.0466
C 0.837 -3.075 0.849 -0.0141 -0.0651 -0.5176
H 1.301 -4.054 1.067 -0.1346 0.3227 0.0298
H 1.552 -2.503 0.237 -0.1884 -0.2419 0.2323
H -0.061 -3.265 0.242 0.3053 0.0478 0.1790
C -1.536 1.896 -2.796 -2.1421 1.0471 -1.3886
C -1.851 0.492 -2.775 -1.6723 0.3010 -1.2259
C -1.292 -0.521 -3.761 -0.0967 -0.2806 -0.1530
C 0.028 -1.153 -3.263 -0.0347 -0.1221 0.6323
C 0.448 -0.471 -1.936 1.5730 -2.1836 -0.1847
C 1.251 0.860 -2.176 4.4564 -0.3122 -0.1423
C 0.935 1.666 -3.441 -0.1795 0.7063 -0.8950
C -0.432 2.385 -3.669 0.0320 0.6288 -0.9956
H -1.137 -0.055 -4.736 -0.0193 0.0132 -0.0347
H 0.840 -1.041 -3.991 -0.1419 -0.2919 0.1118
H -2.044 -1.309 -3.914 0.2570 0.1653 -0.0887
H -0.670 2.252 -4.742 0.0468 0.1185 0.2136
H -2.345 2.592 -2.552 0.1870 0.0408 -0.2493
H -2.828 0.223 -2.358 0.2319 0.0868 -0.2279
H -0.336 3.476 -3.545 0.1631 -0.3469 0.1190
H 1.692 2.455 -3.495 0.1317 -0.3351 -0.2240
H 2.192 0.353 -2.466 -0.3886 0.2599 -0.4037
H 1.081 0.976 -4.286 0.1347 0.3639 0.2089
H -0.115 -2.223 -3.050 0.1266 0.2000 -0.2152
H 1.108 -1.120 -1.347 0.2608 0.0187 -0.2147
P -4.429 -1.939 -0.293 0.8071 0.2276 -0.0338
C -5.160 -0.423 -0.984 -0.2030 -0.1277 -0.1524
C -4.109 -2.785 -1.888 0.0287 -0.4003 0.0047
P 3.573 1.296 0.060 -1.8735 -0.4320 -1.2152
C 1.860 1.749 -0.945 -0.9016 -0.3870 0.9056
C 4.119 -0.070 -1.041 0.2989 -0.0332 0.0806
C 4.640 2.653 -0.542 -0.1245 0.1905 -0.0056
H -5.311 0.338 -0.216 -0.1532 -0.0817 -0.1697
H -6.121 -0.901 -1.260 -0.0142 0.9493 -0.2676
H -4.642 0.011 -1.868 -0.5007 -0.4344 0.5860
H -3.172 -2.463 -2.412 -0.8993 -0.0946 0.3906
H -5.014 -2.630 -2.512 0.7113 -0.1822 0.0189
H -4.022 -3.852 -1.632 0.0244 0.2198 -0.4242
H 4.389 2.922 -1.573 0.1810 -0.0221 0.0934
H 5.686 2.331 -0.484 -0.1631 0.1270 0.0253
H 4.493 3.525 0.106 0.1469 -0.1141 -0.1923
H 2.163 2.703 -1.410 -0.4401 -0.1953 0.2817
H -0.466 -0.454 -1.252 -0.1218 -1.5812 0.0754
H 5.048 -0.492 -0.630 -0.2157 0.0181 -0.2702
H 4.298 0.309 -2.057 0.0238 -0.2856 0.1843
H 3.348 -0.856 -1.065 0.3200 0.1854 -0.0124
C -0.379 3.723 -0.244 -0.2813 0.2418 0.4321
Si 0.418 2.123 0.340 1.0470 1.1151 -0.1991
C 1.152 2.454 2.044 -0.2190 0.1327 0.2939
C -0.933 0.790 0.695 0.0131 -0.3578 1.6821
H -1.396 3.573 -0.636 0.4019 0.1331 0.1200
H 0.227 4.233 -1.008 -0.2053 -0.2042 0.2075
H -0.435 4.373 0.639 -0.0942 0.1741 -0.2135
H 0.354 2.914 2.655 0.2306 -0.1355 -0.1539
H 1.475 1.542 2.567 0.0588 0.2147 -0.1826
H 1.987 3.170 2.017 -0.1765 -0.2768 -0.0183
H -1.977 1.096 0.533 0.2617 -0.0202 -0.1780
H -0.829 -0.282 0.480 0.0112 0.4583 0.0839
H -0.796 0.811 1.797 -0.3616 0.1015 -0.1604
```
Forces are in eV/Å.

**E_HOMO (spin up / spin down)**: -9.37 / -8.70 eV
**LUMO (spin up / spin down)**: -2.055 / -5.702 eV
**HOMO-LUMO gap (spin up / spin down)**: 7.318 / 2.997 eV
**<S²>**: 6.04
**2S+1**: 5
**Charge**: +1

---

Energy relative to the best compared isomer or geometry (same formula, charge and spin) across the listed records, respectively: 114.1; 279.3; 56.0; 698.6 kJ/mol.
Maximum force across the listed records, respectively: 3.87; 2.29; 1.73; 4.47 eV/A.